{"formula": "C3H5NS", "method": "wB97M-V/def2-TZVPD", "homo_energy_ev": -9.09, "de_lowest_ev": 3.5901, "smiles": "C#CCNS", "largest_force_ha_per_bohr": 0.1148, "elements": ["C", "C", "C", "N", "S", "H", "H", "H", "H", "H"], "xyz": [[-0.555126, 1.590244, -1.139158], [-0.220082, 0.448323, -1.045032], [0.389967, -0.723607, -0.577551], [0.982335, -0.229551, 1.085591], [-0.125756, -0.939077, 2.234536], [-1.078500, 2.393051, -1.615188], [1.257734, -1.102745, -1.085275], [-0.217513, -1.647831, -0.508004], [0.834119, 0.709807, 1.008881], [-1.267179, -0.498615, 1.641200]], "forces_ev_per_angstrom": [[-1.248, 1.034, -1.372], [0.434, -0.151, 0.302], [1.439, -1.292, 3.340], [-1.074, -5.219, -2.544], [0.307, 0.801, -0.845], [0.272, 0.284, 0.488], [0.681, 0.609, -0.329], [-0.185, 0.907, 0.592], [-0.670, 3.179, -0.048], [0.043, -0.151, 0.417]]}